[1]
Molecular formula: C2H33N2O13
Method: DFT, ωB97M-V/def2-TZVPD

Properties
largest force on an atom: 10.54 eV Å⁻¹
gap between HOMO and LUMO: 9.1717 eV
spin multiplicity: 1
charge: +1
E_LUMO: -0.092 hartree
relative energy (zero: lowest compared OMol25 entry of this formula, charge and spin): 475.9 kJ/mol

Each line ends with the Löwdin charge.
Element x y z (Å)
C1 -0.0221 0.6707 -1.7355  -0.093
C2 -0.8008 1.4253 -2.5489  -0.159
N1 -1.7412 0.7345 -3.3265  0.075
N2 0.8433 1.3876 -0.6318  0.149
H1 0.2057 -0.2998 -2.0069  0.046
H2 -0.8756 2.5760 -2.5602  0.165
H3 -2.2334 1.4163 -3.9399  0.120
H4 -1.7771 -0.2418 -3.4523  0.083
H5 1.3763 0.5375 -0.2140  0.139
H6 0.2342 1.6743 0.1392  0.083
H7 1.2361 2.2684 -1.0479  0.148
H8 -3.4426 -2.0383 2.3087  0.089
H9 -1.8148 -1.6004 2.2089  0.015
O1 -2.8004 -1.2760 2.2477  -0.120
H10 0.9083 0.5324 -4.5036  0.033
H11 1.9998 -0.3813 -3.9451  -0.020
O2 1.2513 -0.3670 -4.5045  -0.037
H12 -1.0416 2.6353 2.8343  0.082
H13 -2.1039 2.4347 1.7054  -0.041
O3 -1.2875 2.8210 1.8767  -0.057
H14 2.9461 -0.2110 -1.5000  -0.029
H15 3.7568 0.6520 -2.4140  0.121
O4 2.7964 0.4526 -2.1550  -0.076
H16 3.2932 -0.2467 2.6460  0.097
H17 1.7199 -0.6461 2.3643  -0.023
O5 2.6342 -0.9519 2.4355  -0.066
H18 -0.1749 0.5529 2.3427  -0.077
H19 -0.1351 -0.7862 1.5195  0.097
O6 0.3416 0.0743 1.8400  -0.020
H20 0.2662 -3.6327 -3.3935  0.031
H21 0.2498 -2.3311 -2.8862  0.022
O7 -0.2981 -3.1308 -2.8650  -0.019
H22 0.4141 -2.2610 -0.8683  0.040
H23 -0.2593 -3.7211 -0.6967  0.171
O8 0.4599 -3.0447 -0.2671  -0.103
H24 -0.3654 3.5745 0.6366  -0.003
H25 0.7172 4.5993 0.7814  0.031
O9 0.4570 3.8956 0.2246  -0.063
H26 -2.9843 0.4562 1.5570  -0.129
H27 -4.1810 1.3259 1.6674  0.111
O10 -3.2730 1.2071 1.3055  0.028
H28 -2.1038 0.3962 3.9765  0.082
H29 -0.6597 0.8958 4.7540  0.130
O11 -1.2945 0.9850 3.9502  -0.099
H30 2.7487 -1.2514 0.7502  -0.015
H31 2.7654 -2.3447 -0.0892  0.042
O12 2.7613 -1.4151 -0.1881  -0.031
H32 0.0944 -2.7071 2.6156  0.150
H33 -0.2093 -2.8214 1.1384  -0.042
O13 -0.5981 -2.4737 1.9142  -0.056



[2]
Molecular formula: C2H34N2O14
Method: DFT, ωB97M-V/def2-TZVPD

Properties
largest force on an atom: 4.07 eV Å⁻¹
gap between HOMO and LUMO: 9.9469 eV
spin multiplicity: 1
charge: 0
E_LUMO: 0.009 hartree
relative energy (zero: lowest compared OMol25 entry of this formula, charge and spin): 119.1 kJ/mol

Each line ends with the Löwdin charge.
Element x y z (Å)
C1 2.3701 -2.3576 0.4218  -0.129
N1 0.3678 -0.4695 1.3162  0.129
C2 0.4046 -1.0339 0.0318  -0.256
N2 1.2702 -1.8712 -0.4150  -0.054
H1 2.8508 -3.1702 -0.1565  0.074
H2 2.0133 -2.8736 1.3299  0.083
H3 3.1288 -1.5718 0.6590  0.072
H4 1.2302 -0.3414 1.8091  0.073
H5 -0.1975 0.3707 1.3814  0.053
H6 -0.4307 -0.7892 -0.5990  0.084
H7 0.4228 1.7489 3.6939  0.039
H8 0.1001 2.3762 2.3123  0.008
O1 -0.2502 1.8880 3.0789  -0.046
H9 -1.6712 0.8805 -1.8103  0.001
H10 -2.2209 1.5121 -0.4885  -0.004
O2 -2.4083 1.3878 -1.4373  -0.084
H11 2.6738 0.7811 0.1053  -0.024
H12 3.4825 1.4338 1.2256  0.052
O3 2.8870 0.7225 1.0357  -0.057
H13 -1.8861 -3.6795 -0.6718  0.057
H14 -2.3323 -2.2178 -0.6149  0.005
O4 -2.0888 -2.9393 -1.2290  -0.040
H15 -1.5435 3.0962 0.9534  0.050
H16 -2.4557 2.1717 1.7117  0.062
O5 -1.7925 2.2041 1.0480  -0.016
H17 -0.1942 0.7311 -3.5291  0.095
H18 -0.2090 -0.6301 -2.7192  0.018
O6 -0.2190 0.3841 -2.6266  -0.098
H19 0.2930 3.2206 0.1363  -0.024
H20 1.3348 2.2768 0.4992  0.003
O7 0.8284 2.9846 0.8717  -0.027
H21 0.0539 3.0556 -1.9310  0.063
H22 -1.3844 2.8435 -1.4014  -0.006
O8 -0.6243 3.4190 -1.3363  -0.037
H23 4.0864 -1.2573 -2.0062  0.031
H24 2.6297 -1.5135 -2.1306  0.034
O9 3.3486 -0.9454 -2.4785  -0.024
H25 2.6980 0.6281 -1.9625  0.034
H26 1.1921 0.9222 -1.7442  -0.028
O10 2.0552 1.1770 -1.4612  -0.066
H27 -2.5805 -0.3255 1.0875  -0.008
H28 -3.1895 -0.1471 -0.3750  0.085
O11 -2.7305 -0.7886 0.2474  -0.089
H29 -2.1444 -2.4675 2.0739  -0.010
H30 -0.8770 -1.8934 2.3046  -0.012
O12 -1.5764 -2.3155 2.7591  0.008
H31 0.5767 -2.3051 -2.3347  -0.013
H32 -1.0000 -2.5262 -2.4019  0.068
O13 -0.1604 -2.1686 -2.9072  -0.078
H33 -2.2209 -0.6573 3.1670  0.090
H34 -1.5657 0.7912 2.8136  -0.028
O14 -2.3451 0.2487 2.6934  -0.109



[3]
Molecular formula: C2H34N2O14
Method: DFT, ωB97M-V/def2-TZVPD

Properties
largest force on an atom: 6.70 eV Å⁻¹
gap between HOMO and LUMO: 7.8050 eV
spin multiplicity: 1
charge: 0
E_LUMO: 0.003 hartree
relative energy (zero: lowest compared OMol25 entry of this formula, charge and spin): 603.8 kJ/mol

Each line ends with the Löwdin charge.
Element x y z (Å)
C1 0.9888 -1.9512 -0.0106  -0.128
C2 1.1523 -3.1506 0.7236  -0.156
N1 1.1236 -3.0117 2.1489  0.038
N2 1.0516 -2.2005 -1.5542  -0.017
H1 0.7370 -1.0150 0.4746  0.078
H2 1.3327 -4.1817 0.2295  0.132
H3 0.5839 -2.2086 2.4040  0.040
H4 1.0491 -3.7562 2.6929  0.019
H5 1.7542 -1.4372 -2.0180  0.127
H6 1.3002 -3.1235 -1.7046  -0.002
H7 2.6142 1.4148 0.7943  -0.050
H8 3.0128 0.3197 1.5593  0.031
O1 3.3654 0.8890 0.8111  -0.062
H9 1.3366 3.7003 1.0984  0.018
H10 0.7019 2.6172 0.2169  -0.041
O2 1.1575 2.8126 0.9996  0.005
H11 -0.4447 1.9843 -1.6969  0.053
H12 -1.4196 2.3265 -0.6224  -0.042
O3 -0.5993 2.5265 -0.8912  0.000
H13 -0.6737 0.4637 -4.0988  -0.001
H14 0.6811 1.1027 -3.5512  0.048
O4 -0.2676 1.3253 -3.9322  -0.115
H15 -3.0200 3.1433 2.7483  -0.003
H16 -3.3084 1.5228 2.4413  0.096
O5 -3.6452 2.5233 2.4418  -0.093
H17 1.9384 2.3486 -2.7271  0.002
H18 2.5996 1.1610 -1.8484  0.031
O6 2.1115 1.4844 -2.5979  0.019
H19 -2.6404 -0.3993 0.3786  0.004
H20 -1.4199 -1.1414 0.9474  -0.007
O7 -1.7955 -0.3088 0.8060  -0.043
H21 -3.3993 0.0586 -1.4069  0.015
H22 -3.4458 -1.4707 -1.7754  0.001
O8 -3.4892 -0.8670 -1.0828  -0.046
H23 2.2669 -1.1964 2.9341  0.010
H24 2.0626 0.1540 3.5109  0.014
O9 2.7186 -0.3917 3.1559  -0.001
H25 -1.1354 0.5445 2.2556  0.025
H26 0.1884 1.1960 2.4895  -0.033
O10 -0.4150 0.6748 2.9671  -0.095
H27 -2.0251 -2.2475 -4.3159  0.014
H28 -0.8721 -1.7130 -3.0674  0.073
O11 -1.7089 -1.6537 -3.6634  -0.088
H29 -3.5310 2.2404 -1.3464  0.019
H30 -3.5791 1.9386 -2.8641  0.166
O12 -3.0885 1.7115 -1.9539  -0.048
H31 -1.4702 -1.4462 4.1364  0.075
H32 -2.5131 -1.5130 2.8897  0.077
O13 -1.5553 -1.5579 3.1614  -0.104
H33 4.6698 -0.7556 -0.5404  0.033
H34 4.3583 0.6557 -0.8768  -0.043
O14 4.6053 -0.1420 -1.2704  -0.047



[4]
Molecular formula: C2H34NO13
Method: DFT, ωB97M-V/def2-TZVPD

Properties
largest force on an atom: 7.71 eV Å⁻¹
gap between HOMO and LUMO: 11.3444 eV
spin multiplicity: 1
charge: +1
E_LUMO: -0.099 hartree
relative energy (zero: lowest compared OMol25 entry of this formula, charge and spin): 176.7 kJ/mol

Each line ends with the Löwdin charge.
Element x y z (Å)
C1 -2.2820 -2.2838 -1.5283  -0.068
C2 -1.7018 -0.9325 -2.0054  -0.193
N1 -0.4003 -0.6688 -1.2827  0.172
H1 -2.6869 -2.1335 -0.5936  -0.004
H2 -3.3305 -2.6062 -1.8636  0.112
H3 -1.5603 -3.1774 -1.7703  0.133
H4 -1.4819 -0.9534 -3.1041  0.124
H5 -2.3291 0.0052 -1.9619  0.113
H6 -0.1853 -1.1111 -0.4099  0.074
H7 -0.3308 0.3383 -1.1055  0.113
H8 0.4240 -0.9362 -1.9146  0.148
H9 3.1672 0.6768 -2.8536  0.074
H10 1.8042 1.0240 -2.3664  0.016
O1 2.2565 0.3189 -2.8476  -0.052
H11 -1.3721 -1.4984 3.0370  0.083
H12 -0.9821 -2.7061 3.9793  0.022
O2 -0.6701 -1.9632 3.5754  -0.037
H13 -2.0098 -2.9350 1.6947  -0.066
H14 -3.2766 -2.1620 1.4006  0.091
O3 -2.7831 -2.7511 2.0456  0.003
H15 0.6652 3.7609 -0.9863  0.026
H16 -0.3611 4.7891 -0.5652  0.078
O4 -0.2409 4.0603 -1.1884  -0.057
H17 -0.5324 0.6038 1.6168  -0.034
H18 0.6929 -0.1759 1.7527  -0.007
O5 -0.1219 -0.0870 1.2228  -0.052
H19 0.1057 2.0491 3.4099  0.127
H20 -1.0361 2.7927 2.4067  0.038
O6 -0.2272 2.3403 2.4733  -0.053
H21 2.4579 -0.5868 1.1612  0.006
H22 2.2570 0.9118 1.9952  0.148
O7 2.4301 0.3437 1.0883  -0.101
H23 1.2272 2.6542 1.0201  0.011
H24 2.1479 1.8965 0.0446  0.050
O8 1.5432 2.6897 0.1106  -0.077
H25 1.5761 -3.1002 0.8843  -0.012
H26 0.6993 -2.2449 1.8118  0.003
O9 1.0366 -2.4217 0.9590  0.045
H27 -2.8204 2.4077 -1.5887  0.021
H28 -1.4176 2.9007 -1.0652  0.008
O10 -2.0622 2.1357 -1.1417  -0.070
H29 -0.7907 2.1218 -2.7994  0.005
H30 -0.4601 2.2961 -4.1587  0.057
O11 -0.7092 1.5548 -3.5957  -0.059
H31 2.5737 -2.4642 -2.1511  -0.065
H32 1.8996 -2.2241 -3.3929  0.032
O12 2.0291 -2.8574 -2.6951  0.027
H33 0.3871 -0.7370 4.2549  0.116
H34 1.9360 -0.1461 4.4594  0.105
O13 1.2250 -0.2820 3.7314  -0.175



[5]
Molecular formula: C2H34O22V
Method: DFT, ωB97M-V/def2-TZVPD

Properties
largest force on an atom: 3.79 eV Å⁻¹
gap between HOMO and LUMO (alpha / beta): 7.6150 / 9.7403 eV
spin multiplicity: 4
charge: 0
E_LUMO (alpha / beta): -0.010 / -0.014 hartree
<S²>: 3.754

Each line ends with the Löwdin charge.
Element x y z (Å)
V1 12.8200 5.4510 16.5740  1.042
C1 11.6720 3.6140 18.0150  -0.806
O1 11.1170 4.0170 17.0120  0.012
O2 11.0990 2.8430 18.9270  0.186
O3 12.8130 4.0450 18.2350  -0.058
H1 10.1960 2.8610 18.7310  0.095
C2 14.5400 3.8470 15.4680  -0.685
O4 14.9630 4.4910 16.4520  -0.038
O5 15.3140 3.0700 14.6790  0.124
O6 13.3220 3.9400 15.1790  -0.052
H2 16.1170 2.9870 15.1430  0.048
O7 14.1320 7.0070 15.4200  -0.052
H3 13.7060 7.7140 14.9080  0.087
H4 14.7180 7.3800 16.0880  0.074
O8 17.9900 2.7960 15.6820  -0.052
H5 18.4140 1.9800 15.3640  0.084
H6 18.7130 3.4430 15.5600  0.089
O9 15.9440 5.6900 12.9720  -0.058
H7 15.7770 5.7590 12.0380  0.040
H8 16.2600 4.7550 13.0240  0.004
O10 17.6010 2.7520 18.3510  -0.063
H9 17.9350 2.8650 17.4590  -0.019
H10 16.6470 2.7310 18.3680  -0.039
O11 17.3820 5.6780 15.4590  -0.037
H11 16.7370 5.8720 14.7950  -0.025
H12 16.8290 5.1130 16.0130  -0.002
O12 10.1490 3.3930 14.0740  -0.083
H13 9.7750 3.9050 14.8130  0.020
H14 10.9690 3.0350 14.4550  -0.024
O13 17.0590 0.9480 13.4970  -0.051
H15 16.1430 0.7040 13.4190  -0.025
H16 17.0510 1.8600 13.2900  -0.058
O14 14.4280 0.2500 13.1940  -0.030
H17 13.8170 0.9290 13.5460  0.021
H18 14.3720 -0.5440 13.6760  0.035
O15 17.5130 3.4020 12.6640  -0.022
H19 17.3600 3.9220 11.8890  0.060
H20 18.3090 3.8210 13.0130  0.086
O16 12.2410 1.7680 14.3160  -0.029
H21 12.8380 2.4890 14.4750  -0.021
H22 12.3500 1.1420 15.0300  0.076
O17 14.9190 2.1060 18.2480  0.010
H23 14.2870 2.8160 18.2560  0.007
H24 14.6560 1.4580 18.8320  0.035
O18 16.2080 0.1050 16.2740  -0.058
H25 16.8520 0.0260 15.5750  0.000
H26 16.4000 0.9670 16.6970  0.006
O19 14.1150 3.3340 12.1720  -0.015
H27 14.3620 3.2470 13.0750  -0.038
H28 14.5600 2.6950 11.6140  0.050
O20 13.9100 6.5510 18.2560  -0.053
H29 14.7370 6.1440 18.4720  -0.023
H30 13.4410 6.6210 19.0720  0.066
O21 16.1370 5.3080 18.7630  -0.060
H31 16.2450 5.0560 19.7230  0.112
H32 15.8900 4.5010 18.2520  0.021
O22 11.5090 6.1850 14.5690  -0.026
H33 12.0620 6.1500 13.8130  0.046
H34 10.6440 6.4260 14.2580  0.068



[6]
Molecular formula: C2H36O20P
Method: DFT, ωB97M-V/def2-TZVPD

Properties
largest force on an atom: 2.30 eV Å⁻¹
gap between HOMO and LUMO: 2.6014 eV
spin multiplicity: 1
charge: -3
E_LUMO: 0.200 hartree
relative energy (zero: lowest compared OMol25 entry of this formula, charge and spin): 0.0 kJ/mol

Each line ends with the Löwdin charge.
Element x y z (Å)
P1 0.7322 0.1506 0.3702  -0.150
O1 1.0455 1.4950 -0.3902  -0.584
O2 0.5691 0.5122 1.8966  -0.569
O3 1.8876 -0.9042 0.3622  -0.578
O4 -0.5902 -0.4720 -0.2730  -0.599
C1 -6.3928 -4.7829 2.3893  -0.108
C2 -6.2975 -3.6009 1.4192  -0.292
O5 -4.8562 -3.4466 1.2856  -0.087
H1 -5.9354 -5.6870 1.9874  0.070
H2 -7.4365 -5.0386 2.5719  0.055
H3 -5.9852 -4.5395 3.3705  0.074
H4 -6.8263 -2.7309 1.8086  0.105
H5 -6.6883 -3.8744 0.4391  0.098
H6 -4.7018 -2.6520 0.7694  0.085
O6 5.4506 1.1204 0.4775  -0.079
H7 5.0922 1.9423 0.8126  0.021
H8 4.6821 0.5777 0.3011  0.020
O7 -1.9109 -1.3279 4.0535  -0.086
H9 -2.1657 -1.8120 3.2680  0.016
H10 -1.1763 -0.7828 3.7717  0.012
O8 -2.5791 3.1830 2.2989  -0.073
H11 -3.1407 3.0385 1.5374  0.009
H12 -1.8722 2.5452 2.2003  0.027
O9 3.5898 -2.8254 -3.0947  -0.069
H13 3.2065 -2.4920 -2.2835  0.025
H14 3.1761 -3.6791 -3.2224  0.019
O10 0.0189 5.5598 0.2869  -0.070
H15 0.4726 4.8147 -0.1071  0.024
H16 -0.6794 5.1662 0.8101  0.018
O11 2.2002 3.8957 3.4536  -0.075
H17 1.7176 3.0790 3.3258  0.022
H18 1.9325 4.4498 2.7205  0.013
O12 1.0819 5.1921 -4.8880  -0.063
H19 1.7215 4.6415 -5.3396  0.025
H20 0.6543 4.6029 -4.2666  0.024
O13 -3.6343 1.8524 -1.1820  -0.076
H21 -3.2233 2.2902 -1.9274  0.008
H22 -3.0216 1.1562 -0.9450  0.017
O14 -0.9619 -1.8692 -4.1140  -0.072
H23 -0.9624 -1.7486 -3.1645  0.022
H24 -0.0409 -2.0022 -4.3385  0.020
O15 4.9484 -4.1333 0.5862  -0.067
H25 5.4470 -4.1018 -0.2303  0.013
H26 4.3429 -3.3944 0.5263  0.033
O16 4.1657 4.4160 -1.2488  -0.068
H27 3.4381 3.8199 -1.0715  0.023
H28 4.8213 3.8716 -1.6848  0.018
O17 -0.9449 2.1433 -3.7331  -0.072
H29 -0.4193 2.1700 -2.9336  0.020
H30 -1.2628 1.2417 -3.7814  0.018
O18 -0.8718 -4.6161 -0.1657  -0.071
H31 -0.7285 -3.6811 -0.3119  0.025
H32 -1.7454 -4.6672 0.2223  0.008
O19 3.9155 1.0695 -3.1903  -0.075
H33 4.0671 0.1269 -3.1203  0.010
H34 3.2675 1.2594 -2.5119  0.015
O20 3.0426 -0.3321 5.0772  -0.074
H35 3.9156 -0.1249 4.7438  0.018
H36 2.4482 -0.0643 4.3764  0.026



[7]
Molecular formula: C2H39O18
Method: DFT, ωB97M-V/def2-TZVPD

Properties
largest force on an atom: 2.99 eV Å⁻¹
gap between HOMO and LUMO: 8.5679 eV
spin multiplicity: 1
charge: -1
E_LUMO: 0.089 hartree
relative energy (zero: lowest compared OMol25 entry of this formula, charge and spin): 115.2 kJ/mol

Each line ends with the Löwdin charge.
Element x y z (Å)
C1 1.3358 -1.0033 0.0564  -0.049
C2 0.0588 -0.2195 0.0972  -0.372
O1 -0.4872 -0.1581 1.4104  -0.382
H1 1.2115 -1.9496 0.6134  0.081
H2 2.1602 -0.3601 0.4266  0.070
H3 1.7038 -1.2220 -0.9616  0.081
H4 -0.7149 -0.6908 -0.4744  0.076
H5 0.0968 0.7637 -0.2388  0.075
O2 -0.3931 -3.0821 2.4985  -0.033
H6 -0.8768 -3.2723 3.3094  0.051
H7 0.1986 -2.3668 2.6965  -0.011
O3 1.6090 -0.6668 2.9894  -0.042
H8 2.4465 -0.6324 2.6166  -0.012
H9 1.0322 -0.5201 2.2427  -0.047
O4 -2.8499 -1.4904 0.5481  -0.042
H10 -3.2170 -0.7434 0.0879  -0.015
H11 -2.0451 -1.2016 0.9740  -0.032
O5 -2.7268 1.3991 1.0128  -0.037
H12 -1.9242 0.8826 1.1355  -0.026
H13 -2.6913 2.3367 1.1762  0.041
O6 -2.1323 -0.5977 3.4160  -0.057
H14 -1.5485 -0.5047 2.6572  -0.040
H15 -1.5628 -0.9357 4.1235  0.050
O7 1.4954 3.4143 -0.7859  -0.046
H16 0.7991 3.3051 -0.1438  0.005
H17 2.1064 2.7084 -0.5741  0.001
O8 0.1515 2.5830 1.5700  -0.066
H18 -0.0817 1.7159 1.2819  -0.020
H19 -0.5043 2.6475 2.2884  0.020
O9 4.0278 1.6883 -0.5671  -0.052
H20 4.2349 2.6159 -0.4704  0.034
H21 3.7747 1.5140 0.3270  -0.030
O10 -1.3568 2.1283 3.7524  -0.055
H22 -0.6178 2.0933 4.4159  0.091
H23 -1.4758 1.2396 3.4462  -0.018
O11 2.8585 2.0356 1.9407  -0.053
H24 3.2611 2.7071 2.4818  0.049
H25 1.8946 2.1572 1.9851  0.016
O12 -0.4130 0.0939 -2.9145  -0.031
H26 -1.2394 0.2251 -3.3927  0.088
H27 -0.5964 0.1590 -2.0003  0.002
O13 -0.7097 -3.4797 -0.4651  -0.086
H28 -0.0792 -3.3074 -1.1675  -0.026
H29 -0.3147 -3.2202 0.4328  0.025
O14 -3.1761 0.3207 -1.7137  -0.016
H30 -2.8046 1.0886 -1.3262  0.028
H31 -3.7640 0.6342 -2.3867  0.061
O15 0.4269 -3.1284 -3.1000  -0.060
H32 0.3765 -3.8642 -3.7219  0.064
H33 1.1845 -2.6341 -3.4738  0.010
O16 0.7437 2.4028 -3.2859  -0.096
H34 0.8563 2.8370 -2.4279  -0.023
H35 0.3776 1.5360 -3.0565  -0.048
O17 -2.1200 -2.0511 -2.4375  -0.057
H36 -1.2026 -1.8686 -2.6690  -0.018
H37 -2.5600 -1.2339 -2.5830  -0.040
O18 1.9438 -1.1748 -4.2067  -0.055
H38 2.6692 -0.8802 -3.6237  0.073
H39 1.1501 -0.7728 -3.8419  0.006